Molecular formula: CH4NO
Method: DFT, ωB97M-V/def2-TZVPD

Calculated values
SMILES string = NC[O-]
Total charge = -1
Energy relative to the best compared isomer or geometry (same formula, charge and spin) = 15.19 kcal per mole

```
7
CH4NO ωB97M-V/def2-TZVPD
N -0.24058 -0.38599 -1.18412
C 0.26488 -0.37818 0.42827
O 0.00767 0.81055 0.89156
H -0.01162 0.55007 -1.54003
H -1.26254 -0.17983 -0.89618
H 1.35112 -0.55490 0.07336
H -0.04347 -1.32876 0.94958
```

Atom-resolved charges from Mulliken, all expressed in e: number 1, N, carries -0.86; number 2, C, carries -0.23; number 3, O, carries -0.83; number 4, H, carries 0.28; number 5, H, carries 0.24; number 6, H, carries 0.18; number 7, H, carries 0.23